[1]
Here is 2 unconnected molecules or ions with the total composition C3H9N2OP from the Open Molecules 2025 dataset. Energies are from ωB97M-V/def2-TZVPD.

Values from the calculation:
Energy above the lowest of the compared OMol25 structures with the same formula, charge and spin, kcal per mole: 97.0
LUMO level (alpha / beta), eV: -0.7463 / -0.6299
HOMO (alpha / beta), Ha: -0.3731 / -0.2915

Each line ends with the Löwdin charge.
Element x y z (Å)
C1 0.253 -1.158 -1.124  -0.008
C2 -0.543 -0.716 -0.206  -0.496
C3 -1.999 -0.902 -0.222  -0.104
N1 0.578 2.717 -0.935  0.103
N2 1.644 -0.527 1.296  -0.103
O1 -0.420 0.464 2.363  -0.368
P1 0.222 0.296 1.044  0.706
H1 1.338 -0.979 -1.049  0.061
H2 -0.225 -1.716 -1.929  0.086
H3 -2.301 -1.918 -0.333  0.072
H4 -2.383 -0.456 0.685  0.058
H5 -2.621 -0.371 -1.009  0.109
H6 0.382 3.363 -0.254  -0.082
H7 1.507 2.770 -1.043  -0.104
H8 2.320 -0.435 0.611  -0.001
H9 2.249 -0.433 2.104  0.070

[2]
Here is a molecular structure, C37H57As3Cl3Ge3N2STi from the Open Molecules 2025 dataset. Energies are from ωB97M-V/def2-TZVPD.

Values from the calculation:
Energy above the lowest of the compared OMol25 structures with the same formula, charge and spin, kcal per mole: 4.0
Total charge: +1
LUMO level (alpha / beta), eV: -3.0322 / -3.0329
HOMO (alpha / beta), Ha: -0.3711 / -0.3712

Each line ends with the Löwdin charge.
Element x y z (Å)
Ti1 -0.087 -0.095 -0.408  0.024
C1 -1.940 2.783 2.029  -0.278
As1 -1.276 2.382 0.250  1.084
C2 -0.331 4.064 -0.004  -0.250
C3 -3.002 2.615 -0.668  -0.315
C4 -3.109 2.920 -2.170  -0.652
C5 -2.411 4.240 -2.516  -0.065
C6 -2.554 1.794 -3.036  -0.337
As2 -0.717 1.181 -2.772  1.067
C7 0.455 2.568 -3.474  -0.258
C8 -0.697 -0.072 -4.255  -0.274
C9 -4.606 3.129 -2.509  -0.379
As3 -6.064 1.773 -2.529  1.145
C10 -5.592 0.734 -4.133  -0.344
C11 -5.569 0.412 -1.199  -0.363
H1 -2.429 3.755 1.968  0.046
H2 -1.094 2.854 2.707  0.015
H3 -2.648 2.035 2.373  0.003
H4 -1.070 4.854 -0.115  0.044
H5 0.334 4.052 -0.862  0.010
H6 0.262 4.234 0.890  0.012
H7 -3.491 3.422 -0.117  0.088
H8 -3.543 1.701 -0.429  0.042
H9 -1.338 4.212 -2.343  0.039
H10 -2.822 5.062 -1.925  0.097
H11 -2.569 4.480 -3.570  0.096
H12 -2.650 2.056 -4.093  0.099
H13 -3.132 0.884 -2.880  0.014
H14 -0.052 3.113 -4.267  0.045
H15 1.341 2.085 -3.883  0.024
H16 0.765 3.259 -2.694  0.009
H17 -0.578 0.479 -5.187  0.051
H18 -1.645 -0.603 -4.265  0.015
H19 0.118 -0.780 -4.151  -0.019
H20 -4.673 3.532 -3.526  0.068
H21 -4.984 3.924 -1.862  0.063
H22 -5.318 1.414 -4.940  0.020
H23 -6.476 0.180 -4.446  0.015
H24 -4.780 0.026 -3.965  0.005
H25 -5.628 0.823 -0.191  0.018
H26 -4.585 -0.027 -1.362  -0.041
H27 -6.318 -0.376 -1.286  0.021
C12 2.680 4.997 2.074  -0.083
C13 2.015 4.424 3.150  -0.074
C14 1.616 3.092 3.097  -0.113
C15 1.850 2.311 1.965  -0.334
C16 2.519 2.908 0.891  -0.158
C17 2.940 4.230 0.945  -0.091
Ge1 1.336 0.406 1.921  0.956
C18 3.062 -0.566 1.789  -0.331
C19 3.118 -1.960 1.892  -0.179
C20 4.326 -2.642 1.866  -0.087
C21 5.521 -1.941 1.744  -0.079
C22 5.489 -0.558 1.663  -0.087
C23 4.273 0.118 1.686  -0.104
C24 0.733 -0.069 3.745  -0.313
C25 -0.485 0.321 4.305  -0.171
C26 -0.821 0.013 5.616  -0.082
C27 0.063 -0.700 6.414  -0.087
C28 1.287 -1.083 5.887  -0.080
C29 1.616 -0.765 4.574  -0.104
H28 3.004 6.029 2.120  0.107
H29 1.824 5.009 4.043  0.108
H30 1.135 2.654 3.967  0.097
H31 2.733 2.337 -0.002  0.084
H32 3.472 4.664 0.105  0.109
H33 2.206 -2.531 2.025  0.055
H34 4.336 -3.723 1.950  0.108
H35 6.466 -2.469 1.727  0.106
H36 6.413 0.003 1.589  0.109
H37 4.288 1.200 1.639  0.092
H38 -1.209 0.858 3.715  0.028
H39 -1.777 0.334 6.015  0.104
H40 -0.193 -0.942 7.438  0.103
H41 2.001 -1.623 6.498  0.104
H42 2.590 -1.063 4.211  0.088
C30 4.765 -0.166 -2.142  -0.197
Ge2 3.028 -1.020 -2.392  0.745
C31 3.189 -2.896 -1.879  -0.230
C32 2.613 -0.964 -4.309  -0.220
C33 1.791 0.095 -1.302  -0.471
H43 5.519 -0.642 -2.775  0.028
H44 5.079 -0.256 -1.100  0.004
H45 4.721 0.895 -2.400  0.026
H46 4.070 -3.286 -2.398  0.033
H47 2.334 -3.498 -2.188  -0.028
H48 3.342 -3.012 -0.806  -0.005
H49 3.529 -1.213 -4.851  0.030
H50 2.290 0.023 -4.646  0.007
H51 1.859 -1.698 -4.595  0.011
H52 1.843 1.071 -1.796  -0.034
H53 2.417 0.187 -0.409  -0.067
Cl1 -2.115 -1.334 -1.486  0.024
Ge3 -0.652 -3.236 -1.880  0.321
Cl2 -1.887 -4.676 -0.743  -0.012
Cl3 0.508 -2.373 0.078  0.178
S1 -2.070 -0.550 1.613  0.599
C34 -1.984 -2.136 2.177  -0.774
N1 -3.063 -2.949 1.977  0.078
C35 -3.143 -4.203 2.457  -0.071
C36 -2.094 -4.704 3.160  -0.021
C37 -0.979 -3.860 3.294  -0.076
N2 -0.914 -2.637 2.823  0.088
H54 -3.814 -2.557 1.426  0.142
H55 -4.052 -4.746 2.240  0.142
H56 -2.112 -5.701 3.571  0.117
H57 -0.093 -4.216 3.813  0.129